No. 1
ORCA calculation (ωB97M-V/def2-TZVPD) on a molecular structure, C15H24CaCr2F21O29S7 in a non-equilibrium geometry.

Each line ends with the Mulliken charge.
Atoms and positions in Å:
Ca (7.658048, -17.896320, -9.515182)  1.80
Cr (7.213226, -18.047875, -14.991592)  0.20
Cr (11.099514, -20.718424, -12.691720)  0.54
C (8.663017, -17.158647, -19.202071)  0.34
F (7.362979, -17.336109, -19.414787)  -0.25
F (9.230216, -18.331844, -19.208145)  -0.16
F (9.087788, -16.473569, -20.254716)  -0.23
S (9.062363, -16.193894, -17.614206)  0.98
O (8.328677, -16.864320, -16.467879)  -0.41
O (10.517501, -16.522298, -17.455170)  -0.54
O (8.707806, -14.764742, -17.799645)  -0.73
C (9.750532, -21.262035, -17.175745)  0.27
F (8.993099, -20.615497, -18.071905)  -0.13
F (9.011530, -22.207581, -16.511900)  -0.19
F (10.926163, -21.809005, -17.648078)  -0.17
S (10.205201, -19.888027, -15.892160)  0.63
O (10.840984, -20.558942, -14.758397)  -0.35
O (11.200630, -19.026102, -16.537165)  -0.46
O (8.821836, -19.342060, -15.618411)  -0.19
C (4.323756, -15.387511, -12.452652)  0.51
F (4.422740, -14.082264, -12.601012)  -0.17
F (3.674946, -15.671307, -11.276006)  -0.20
F (3.659807, -15.916700, -13.518792)  -0.22
S (6.115420, -16.107137, -12.359126)  0.75
O (6.822162, -14.904484, -11.905051)  -0.80
O (6.127979, -17.098150, -11.297934)  -0.80
O (6.414375, -16.699472, -13.651322)  -0.44
C (11.209325, -15.937008, -12.581671)  -0.28
F (10.768868, -14.753956, -12.203540)  -0.05
F (11.696845, -15.853462, -13.825958)  0.00
F (12.245378, -16.412675, -11.832195)  -0.13
S (9.835057, -17.374450, -12.629606)  -0.33
O (10.620861, -18.621352, -12.640512)  1.21
O (9.131753, -17.262936, -11.310539)  0.52
O (9.011471, -17.162258, -13.815805)  1.03
C (11.241250, -21.199310, -8.108579)  0.39
F (10.956563, -20.800320, -6.879228)  -0.20
F (12.532531, -21.479057, -8.176753)  -0.20
F (10.624250, -22.361302, -8.253913)  -0.22
S (10.797418, -19.804006, -9.422089)  1.22
O (9.421738, -19.236962, -9.202616)  -0.67
O (11.874967, -18.799168, -9.295849)  -0.69
O (10.823135, -20.476742, -10.701613)  -0.58
C (6.489827, -21.762182, -12.175085)  0.35
F (6.260469, -22.200342, -13.403904)  -0.16
F (5.333719, -21.599395, -11.512792)  -0.21
F (7.165328, -22.666086, -11.459544)  -0.19
S (7.510441, -20.114666, -12.298143)  1.00
O (6.789849, -19.341657, -13.365295)  -0.81
O (7.338242, -19.513946, -10.983192)  -0.61
O (8.843097, -20.566052, -12.688086)  -0.25
C (15.015373, -18.168042, -12.992795)  0.50
F (15.298821, -17.042133, -13.653298)  -0.26
F (16.205352, -18.803269, -12.938137)  -0.25
F (14.482171, -17.836042, -11.800430)  -0.17
S (13.859345, -19.172397, -14.221252)  0.98
O (12.949565, -19.823414, -13.313721)  -0.70
O (13.232510, -18.138961, -15.120222)  -0.55
O (14.780896, -20.046555, -14.879546)  -0.64
C (8.496766, -15.833791, -7.151912)  -0.81
C (8.535175, -14.988116, -8.453391)  -0.11
O (7.721495, -15.591851, -9.406643)  -0.22
O (8.626669, -17.247945, -7.450262)  -0.37
H (7.437012, -15.819448, -6.897300)  0.33
H (9.179524, -15.670780, -6.318034)  0.42
H (9.558978, -14.908176, -8.818841)  0.20
H (8.119168, -13.994032, -8.289637)  0.41
H (7.580230, -15.011236, -10.157993)  0.08
H (8.757472, -17.616170, -6.573403)  0.23
C (13.078233, -13.474642, -14.828207)  -0.40
C (12.354853, -14.141547, -15.962490)  0.48
O (13.175766, -15.118780, -16.580484)  -0.44
O (14.051478, -12.677872, -15.488920)  -0.57
H (13.687062, -14.036470, -14.119832)  0.26
H (12.544545, -12.788169, -14.170900)  0.29
H (12.105921, -13.397710, -16.719357)  0.24
H (11.383070, -14.572636, -15.721847)  -0.46
H (14.100916, -14.863928, -16.553232)  0.31
H (14.759092, -12.448879, -14.881916)  0.31
C (8.222829, -13.803935, -14.851267)  1.44
C (6.827505, -13.280696, -15.172830)  -0.25
O (6.334703, -13.839182, -16.393479)  -0.56
O (9.031738, -13.238075, -15.820512)  -0.63
H (8.313143, -14.890042, -14.833445)  -0.54
H (8.580244, -13.425201, -13.893709)  -0.45
H (6.710953, -12.205301, -15.307139)  0.42
H (6.240078, -13.564799, -14.299719)  -0.25
H (6.537035, -13.202763, -17.083130)  0.33
H (8.942033, -13.723772, -16.643703)  0.50
C (8.094836, -10.298015, -11.633310)  -0.70
C (8.474291, -11.758865, -11.212917)  0.13
O (7.392011, -12.554657, -10.586547)  -0.54
O (7.172377, -10.249239, -12.614094)  -0.49
H (8.944832, -9.647607, -11.839656)  0.42
H (7.589175, -9.951636, -10.731958)  0.25
H (9.147882, -11.713880, -10.357134)  0.37
H (9.107783, -12.285346, -11.926796)  -0.05
H (7.061695, -13.157187, -11.256951)  0.43
H (7.661796, -10.042997, -13.413800)  0.30

Cartesian forces, eV/Å:
0.54 0.53 -1.34
2.86 0.14 -0.10
0.00 1.93 -1.73
-0.48 1.07 0.10
-1.03 -0.12 0.50
0.53 -0.60 0.34
0.66 0.52 -0.22
3.78 -0.62 2.48
-1.02 0.70 -1.56
-3.79 1.43 -1.02
-0.02 -2.90 -0.97
1.03 1.11 2.40
0.85 -1.61 -0.05
0.76 0.54 -1.37
-2.54 0.64 0.10
1.06 2.51 -1.91
-0.88 -1.44 0.95
-3.03 -1.83 0.62
1.34 -1.25 -0.02
0.45 -1.29 -0.13
-0.46 -0.17 0.08
0.53 0.34 -1.63
0.36 0.51 1.41
-0.01 0.72 1.64
-0.15 -0.82 -1.39
-0.70 -0.26 0.13
-0.83 1.23 -0.21
0.82 -2.67 -1.58
0.00 -0.19 0.54
-0.70 0.10 0.76
-1.56 1.07 0.04
0.77 -0.63 1.56
-0.66 2.46 -0.35
0.46 0.56 -1.58
0.88 0.25 1.30
-0.13 0.06 -0.27
-0.10 0.87 0.38
0.34 0.64 -0.33
-0.86 -0.17 -0.86
0.74 3.92 0.19
2.46 -2.12 0.95
-2.11 -2.31 0.58
0.28 -1.85 -0.02
0.32 0.88 0.53
0.01 -0.10 0.30
0.16 0.43 -0.61
0.35 0.14 -0.52
-0.84 -0.29 -1.39
0.89 -1.27 1.14
-0.01 -1.37 -1.00
-1.48 -0.05 0.59
-0.63 -0.26 -2.27
-0.15 0.73 0.32
-0.54 -0.11 1.36
0.91 -0.74 -0.52
0.05 4.30 -3.20
-1.53 -1.74 2.22
1.69 -2.50 3.16
0.34 -0.58 0.14
-1.79 -0.38 -1.11
1.26 0.33 1.12
-0.49 -1.09 0.69
0.47 0.21 -0.03
-0.01 0.89 0.95
-0.09 1.00 -0.39
0.13 0.06 -0.10
0.35 0.14 0.49
-0.14 0.27 -0.72
0.13 -0.72 -0.28
0.89 1.04 0.73
-0.13 -0.52 -0.34
-0.38 -0.46 0.12
1.03 0.98 -0.84
-0.63 -1.31 -0.19
-1.07 -0.11 -0.25
0.09 0.56 0.14
0.38 -0.28 0.23
-0.06 0.35 0.11
-0.04 -0.05 0.02
-0.35 1.33 -0.64
-0.41 -0.91 0.65
-0.43 -0.24 0.54
1.77 1.15 0.21
-0.45 -0.16 -0.03
-0.21 0.01 0.29
0.77 0.21 0.60
-0.88 -0.15 -0.32
0.16 -0.22 -0.09
0.01 -0.38 -0.31
0.36 -1.71 2.99
0.52 0.09 1.55
1.06 1.04 -1.21
-1.22 0.31 -2.42
0.40 -0.31 0.19
0.14 0.48 0.24
0.31 0.68 0.06
-0.75 -0.39 -0.57
-0.33 -0.05 -0.33
-0.43 -0.20 -0.44

## Properties
Multiplicity: 9
Net charge: -1
E_tot (eV): -283522.68843
HOMO-LUMO gap (spin up / spin down) (eV): 7.144 / 7.158
Max |F| (eV Å⁻¹): 5.36
Highest occupied orbital energy (spin up / spin down) (Eh): -0.2392 / -0.2398


No. 2
ORCA calculation (ωB97M-V/def2-TZVPD) on a gas-phase ion, C15H24FN2O8 (charge -1) in a non-equilibrium geometry.

Each line ends with the natural charge from an NBO analysis.
Atoms and positions in Å:
C (0.967827, 4.314125, -2.811827)  -0.61
C (-0.305252, 3.843647, -2.137629)  0.08
C (-0.874289, 4.938492, -1.283709)  -0.64
O (0.091518, 2.643163, -1.450855)  -0.51
C (-0.920009, 1.914293, -1.032830)  0.91
N (-0.458117, 0.649989, -0.273916)  -0.33
N (-1.437028, 0.458087, 0.565671)  -0.47
C (-1.505593, -0.595379, 1.435382)  0.77
O (-0.869033, -1.668359, 1.493813)  -0.80
O (-2.508799, -0.338917, 2.287979)  -0.52
C (-2.596736, -1.442117, 3.324950)  0.09
C (-3.854643, -1.231322, 4.135865)  -0.61
C (-1.377508, -1.481754, 4.165235)  -0.65
O (-2.074597, 2.210061, -1.286797)  -0.63
H (0.826426, 5.239252, -3.395217)  0.20
H (1.748685, 4.548668, -2.063790)  0.21
H (1.331478, 3.526880, -3.484487)  0.21
H (-1.047796, 3.573078, -2.890051)  0.19
H (-0.958320, 5.884731, -1.859383)  0.20
H (-1.865639, 4.672530, -0.889809)  0.24
H (-0.205155, 5.176538, -0.435784)  0.21
H (-2.711839, -2.360699, 2.743456)  0.19
H (-3.880125, -2.049911, 4.863004)  0.19
H (-3.844158, -0.302552, 4.723988)  0.20
H (-4.764674, -1.310574, 3.531811)  0.21
H (-1.467948, -2.283570, 4.891935)  0.19
H (-0.501128, -1.634490, 3.541527)  0.26
H (-1.256124, -0.542798, 4.703293)  0.20
C (-0.010242, -5.015357, 1.324190)  -0.62
C (1.087008, -3.975222, 1.345340)  -0.07
O (0.974855, -3.066545, 0.268305)  -0.51
C (1.269060, -1.794619, 0.561367)  0.80
C (0.686117, -0.760727, -0.493238)  0.37
F (-0.091618, -1.296962, -1.445538)  -0.33
C (1.946121, -0.149925, -1.114542)  0.73
O (2.978600, -0.034485, -0.430390)  -0.59
O (1.858839, 0.055273, -2.433067)  -0.50
C (3.080748, 0.519631, -3.064219)  -0.07
C (2.797313, 0.746247, -4.517990)  -0.62
O (1.976354, -1.412641, 1.443570)  -0.58
H (0.121884, -5.731404, 2.157714)  0.20
H (-0.996705, -4.549137, 1.513813)  0.23
H (-0.029270, -5.616724, 0.397379)  0.20
H (1.053173, -3.418178, 2.280159)  0.21
H (2.052968, -4.486089, 1.328729)  0.16
H (3.426768, 1.413935, -2.540755)  0.20
H (3.885962, -0.215285, -2.970461)  0.18
H (3.694431, 1.106663, -5.020793)  0.21
H (2.526959, -0.180453, -5.026394)  0.21
H (2.029249, 1.510915, -4.675000)  0.21

Cartesian forces, eV/Å:
0.61 0.21 -0.23
0.59 0.26 -1.03
-0.34 0.67 1.02
1.04 0.87 0.10
0.03 -3.66 0.17
1.74 1.90 -1.52
-2.22 -3.33 4.71
0.28 3.22 -3.68
0.47 -0.08 -0.52
-1.17 -1.84 3.04
-1.00 1.26 -1.90
-0.10 -0.12 0.30
0.74 0.19 0.46
1.12 -0.62 0.92
-0.19 -0.39 0.14
-0.32 -0.29 -0.25
0.10 0.23 0.16
0.03 -0.09 -0.01
-0.03 -0.65 0.09
0.37 0.09 -0.10
-0.23 -0.25 -0.26
0.15 -0.04 0.16
-0.13 0.01 0.02
-0.01 -0.08 -0.38
0.20 0.25 0.04
0.06 -0.21 0.21
-0.01 -0.08 0.20
-0.05 0.14 0.13
-0.83 -0.29 0.18
0.27 -0.50 0.87
-0.14 0.17 -0.81
-1.44 1.52 0.36
-0.57 2.41 -1.62
0.23 -1.64 -0.38
2.24 -0.37 1.85
-2.10 0.56 -2.56
0.54 0.21 0.04
0.01 -0.05 0.41
-0.12 0.35 -0.47
-0.09 -0.54 0.37
0.24 0.32 -0.29
0.47 -0.11 -0.45
-0.04 0.44 0.28
-0.07 0.07 -0.01
0.17 0.16 -0.25
-0.15 0.03 -0.10
-0.27 -0.16 0.30
0.18 0.06 0.10
-0.24 0.05 0.13
-0.04 -0.28 0.05

## Properties
Net charge: -1
E_tot (eV): -38019.50565
HOMO-LUMO gap (eV): 5.201
Max |F| (eV Å⁻¹): 6.18
Highest occupied orbital energy (Eh): -0.0867